Run P
{"formula": "CHBr2NO", "method": "ωB97M-V/def2-TZVPD", "orbital_gap_ev": 8.884, "multiplicity": 1, "homo_energy_ev": -9.0934, "elements": ["C", "N", "O", "Br", "Br", "H"], "xyz": [[-0.5748, 0.6657, 0.0549], [-2.2178, -0.0618, 0.6419], [-0.7419, 1.6028, -0.6089], [-3.3403, 1.2785, 0.0056], [-2.3170, -1.6858, -0.1851], [0.2570, -0.0267, 0.4695]], "lowdin_charge": [-0.25, -1.07, -0.01, 0.62, 0.55, 0.15]}

---

Run Q
{"formula": "CHBr2NO", "method": "ωB97M-V/def2-TZVPD", "orbital_gap_ev": 8.685, "multiplicity": 1, "homo_energy_ev": -10.4085, "elements": ["C", "N", "O", "Br", "Br", "H"], "xyz": [[-0.0317, -0.1746, -0.2182], [0.5749, 0.9213, 0.2891], [-0.0002, 1.4856, 1.2719], [0.5017, -0.1997, -2.0028], [-1.7734, -0.6947, 0.3856], [0.7288, -1.3379, 0.2744]], "lowdin_charge": [-1.35, -0.19, -0.05, 0.72, 0.67, 0.20]}

---

We find run P to be the most stable, with the next structure 103.7 kJ/mol higher.

---

Run P
{"formula": "C4H4ClFOS", "method": "ωB97M-V/def2-TZVPD", "orbital_gap_ev": 8.987, "multiplicity": 1, "smiles": "FC/C(=C/Cl)OC=S", "homo_energy_ev": -9.3226, "elements": ["F", "C", "C", "C", "Cl", "O", "C", "S", "H", "H", "H", "H"], "xyz": [[0.4348, 2.4838, 0.4258], [-0.0537, 1.4912, -0.5419], [0.4049, 0.1061, 0.0927], [1.5548, -0.5333, -0.3408], [2.3651, -1.9787, 0.0608], [-0.3915, -0.4693, 1.0013], [-1.5604, -1.1153, 0.9418], [-2.4059, -1.5138, -0.4338], [-1.1842, 1.6062, -0.4859], [0.4190, 1.4448, -1.6518], [2.2485, 0.3189, -0.9671], [-1.8315, -1.8406, 1.8990]], "lowdin_charge": [-0.11, -0.07, -0.36, -0.55, 0.65, -0.11, -0.66, 0.64, 0.13, 0.16, 0.15, 0.14]}

---

Run Q
{"formula": "C4H4ClFOS", "method": "ωB97M-V/def2-TZVPD", "orbital_gap_ev": 10.554, "multiplicity": 1, "smiles": "C=C(F)[C@@H](Cl)C(=O)S", "homo_energy_ev": -10.0125, "elements": ["C", "C", "F", "C", "Cl", "C", "O", "S", "H", "H", "H", "H"], "xyz": [[-2.7091, -0.2254, 0.2676], [-1.5170, -0.6096, -0.2006], [-1.3261, -1.8325, -0.6408], [-0.3100, 0.2285, -0.4624], [-0.4571, 1.9367, -0.0094], [0.8709, -0.3446, 0.4014], [0.6767, -0.8381, 1.4575], [2.4769, -0.2128, -0.3776], [-2.8446, 0.7701, 0.6590], [-3.5117, -0.9499, 0.4039], [-0.0190, 0.2194, -1.5105], [3.0272, -0.6543, 0.7206]], "lowdin_charge": [0.09, -0.43, 0.10, -0.62, 0.69, -0.83, 0.06, 0.85, 0.04, 0.08, 0.10, -0.13]}

---

We find run Q to be the most stable, with the next structure 273.8 kJ/mol higher.

---

Run P
{"formula": "C5H8O4", "method": "ωB97M-V/def2-TZVPD", "orbital_gap_ev": 9.436, "multiplicity": 1, "smiles": "C[C@@H]1O[C@]1(O)[C@@H](O)C=O", "homo_energy_ev": -8.8798, "elements": ["C", "C", "O", "C", "O", "C", "O", "C", "O", "H", "H", "H", "H", "H", "H", "H", "H"], "xyz": [[2.0561, 0.7397, -0.0817], [0.8055, 0.3336, -0.7814], [-0.1594, 1.4519, -0.7825], [-0.9350, 0.3653, -0.5176], [-1.8196, -0.0315, -1.4721], [-1.1756, -0.1259, 0.8825], [-2.4076, -0.8002, 0.9978], [0.0147, -1.0945, 1.0674], [-0.0492, -2.2599, 0.6700], [1.8547, 1.1577, 0.9083], [2.6131, 1.4791, -0.6680], [2.6929, -0.1395, 0.0495], [0.9830, -0.0588, -1.7786], [-1.7421, 0.5657, -2.2373], [-1.1308, 0.7035, 1.5906], [-2.3540, -1.5212, 0.3390], [0.7534, -0.7651, 1.8140]], "lowdin_charge": [-0.07, -0.19, 0.01, -0.40, 0.13, -0.26, 0.01, -0.20, 0.04, 0.08, 0.09, 0.09, 0.13, 0.14, 0.16, 0.11, 0.13]}

---

Run Q
{"formula": "C5H8O4", "method": "ωB97M-V/def2-TZVPD", "orbital_gap_ev": 8.362, "multiplicity": 1, "homo_energy_ev": -8.1262, "elements": ["C", "C", "C", "C", "C", "O", "O", "O", "O", "H", "H", "H", "H", "H", "H", "H", "H"], "xyz": [[1.1243, 0.7240, -0.2895], [-1.9435, 0.2859, 0.5545], [0.1283, -0.1038, -0.9533], [0.6943, -0.5590, 0.9375], [-0.9535, -0.5741, -0.1793], [2.3881, 0.8153, -0.8119], [0.7532, 1.8615, 0.3394], [0.6928, -0.9289, -1.8646], [0.5080, -0.0579, 2.0445], [0.6824, 1.6278, 1.2971], [2.5426, 0.1084, -1.4510], [0.0892, -1.6525, -2.0799], [1.1998, -1.4955, 0.6857], [-1.3194, -1.5527, -0.4824], [-1.7241, 1.3445, 0.4394], [-2.9552, 0.1005, 0.1909], [-1.9073, 0.0566, 1.6230]], "lowdin_charge": [-0.47, -0.06, -0.24, -0.22, -0.13, 0.10, 0.08, 0.11, -0.03, 0.11, 0.11, 0.13, 0.15, 0.12, 0.08, 0.08, 0.08]}

---

We find run Q to be the most stable, with the next structure 22.0 kJ/mol higher.

---

Run P
{"formula": "C5H11O", "method": "ωB97M-V/def2-TZVPD", "orbital_gap_ev": [6.538, 6.537], "multiplicity": 1, "charge": 1, "homo_energy_ev": [-13.2731, -13.2728], "elements": ["C", "C", "C", "C", "C", "O", "H", "H", "H", "H", "H", "H", "H", "H", "H", "H", "H"], "xyz": [[-1.7524, 0.4009, 0.7536], [1.6523, -1.1068, -0.0805], [-2.4508, -0.1429, -0.3928], [0.3163, -0.8438, 0.1582], [2.3615, 1.1683, -0.1945], [2.6078, -0.2960, -0.3009], [-1.7333, 1.4599, 0.7149], [1.9000, -2.1685, -0.0684], [-3.4821, 0.0531, -0.1740], [-2.3069, -1.2105, -0.3536], [-2.2671, 0.1202, -1.4382], [-1.7410, -0.2235, 1.6102], [-0.2904, -1.6289, 0.6654], [-0.1272, 0.0851, -0.0713], [2.2899, 1.5530, -1.2668], [1.6004, 1.3170, 0.5000], [3.4229, 1.4635, -0.0613]], "lowdin_charge": [0.17, -0.19, -0.09, 0.02, 0.04, -0.05, 0.11, 0.15, 0.13, 0.09, 0.13, 0.10, 0.09, 0.00, 0.13, 0.06, 0.12]}

---

Run Q
{"formula": "C5H11O", "method": "ωB97M-V/def2-TZVPD", "orbital_gap_ev": [8.325, 9.269], "multiplicity": 1, "charge": 1, "homo_energy_ev": [-13.1155, -13.3962], "elements": ["C", "C", "C", "C", "C", "O", "H", "H", "H", "H", "H", "H", "H", "H", "H", "H", "H"], "xyz": [[-0.2613, 0.1251, 1.5417], [-0.1103, -0.3620, 0.2193], [0.8813, -1.2617, -0.4025], [-2.4069, -0.7040, -0.8565], [1.2274, 1.7094, 0.3714], [0.0250, 0.9814, 0.3549], [-1.1382, 0.1563, 2.1350], [0.6772, 0.3393, 2.0764], [0.9656, -1.1844, -1.4614], [0.5002, -2.2878, -0.1952], [1.9822, -1.0400, 0.0430], [-2.5468, -1.7983, -1.1143], [-2.1907, 0.0100, -1.6126], [-2.6615, -0.3006, 0.0756], [1.1797, 2.4429, 1.1768], [2.0335, 0.9423, 0.3397], [1.4468, 2.2221, -0.5022]], "lowdin_charge": [0.09, -0.29, -0.02, 0.22, 0.04, -0.08, 0.13, 0.15, 0.08, 0.12, 0.14, 0.07, 0.01, -0.01, 0.14, 0.12, 0.10]}

---

We find run P to be the most stable, with the next structure 165.9 kJ/mol higher.

---

Run P
{"formula": "C4H12NO2S", "method": "ωB97M-V/def2-TZVPD", "orbital_gap_ev": [8.017, 6.798], "multiplicity": 2, "homo_energy_ev": [-9.4067, -9.4083], "s_squared": 0.75, "elements": ["C", "C", "C", "S", "N", "C", "O", "H", "H", "H", "H", "H", "H", "H", "H", "H", "H", "H", "H", "O"], "xyz": [[-0.0513, -0.5679, -1.3475], [-0.2496, -0.3968, 0.1369], [-1.4861, 0.3974, 0.5708], [-3.0754, -0.5079, 0.3555], [1.0014, -0.1700, 0.8272], [1.5318, 1.2384, 0.7697], [1.9406, 1.6052, -0.4689], [-0.9250, -1.0001, -1.7889], [0.2938, 0.3941, -1.7658], [0.7311, -1.3061, -1.4905], [-0.4630, -1.4140, 0.4683], [-1.4285, 0.6875, 1.6267], [-1.7336, 1.3227, 0.0145], [-3.2878, 0.7072, -1.2416], [0.8066, -0.4422, 1.8028], [0.7373, 1.9276, 1.1621], [2.3385, 1.1173, 1.5397], [2.9486, -0.0304, -0.9586], [2.5450, -1.2473, -0.3090], [3.2400, -0.9623, -0.9140]], "lowdin_spin": [0.00, 0.00, 0.00, 0.00, 0.01, 0.10, 0.77, 0.00, 0.00, 0.00, 0.00, 0.00, 0.00, 0.00, 0.00, 0.04, 0.05, 0.00, 0.00, 0.01]}

---

Run Q
{"formula": "C4H12NO2S", "method": "ωB97M-V/def2-TZVPD", "orbital_gap_ev": [4.463, 8.121], "multiplicity": 2, "homo_energy_ev": [-4.1995, -7.9368], "s_squared": 0.75, "elements": ["O", "C", "C", "C", "C", "S", "N", "H", "H", "H", "H", "H", "H", "H", "H", "H", "H", "H", "H", "O"], "xyz": [[-1.2784, -0.7711, 1.9516], [-0.5224, -1.0236, 0.9746], [-0.1760, 0.1067, -0.0446], [1.3336, 0.3904, -0.0173], [2.3299, -0.7776, -0.3046], [1.9776, -1.5991, -1.9444], [-0.8718, 1.3263, 0.5847], [-0.2669, -2.0772, 0.6591], [-0.6927, -0.0506, -0.9923], [1.6686, 1.1705, -0.6912], [1.5125, 0.4958, 1.0602], [2.2606, -1.4644, 0.4970], [3.3634, -0.4497, -0.5362], [3.0502, -2.3946, -1.7098], [-0.4865, 2.1415, -0.0080], [-0.5962, 1.2760, 1.6010], [-1.8548, 1.1504, 0.7263], [-4.4304, 3.1674, -0.1394], [-4.4452, 3.7559, 1.2972], [-4.0846, 3.0522, 0.7525]], "lowdin_spin": [0.36, 0.42, 0.08, 0.04, 0.01, 0.01, 0.00, 0.03, 0.02, 0.01, 0.01, 0.01, 0.00, 0.00, 0.00, 0.00, 0.00, 0.00, 0.00, 0.00]}

---

We find run Q to be the most stable, with the next structure 139.5 kJ/mol higher.